DFT (ωB97M-V/def2-TZVPD) results for 2 unconnected molecules or ions with the total composition C34H42ClN3O4 at a distorted geometry.

Last column: Mulliken charge in e.
Atoms and positions in Å:
C  -3.4342  -2.9136  -3.7086  -1.30
C  -1.9313  -2.9748  -3.6021  0.13
O  -1.4878  -1.6020  -3.4154  -0.26
C  -0.1471  -1.5709  -3.2744  0.38
C  0.4499  -0.2579  -2.9904  0.43
Cl  2.0722  -0.3007  -2.6119  -0.22
C  -0.1200  1.1002  -3.0600  0.30
O  0.5564  2.1049  -2.9145  -0.75
O  -1.4492  1.1752  -3.2870  -0.23
C  -1.8593  2.5656  -3.3363  -0.15
C  -3.3585  2.5724  -3.5137  -1.05
O  0.5143  -2.5993  -3.3435  -0.72
H  -3.8701  -3.9152  -3.7878  0.40
H  -3.8630  -2.4237  -2.8269  0.21
H  -3.7403  -2.3428  -4.5908  0.33
H  -1.6141  -3.5831  -2.7397  0.05
H  -1.4616  -3.3917  -4.5075  0.30
H  -1.5627  3.0677  -2.4002  0.23
H  -1.3458  3.0646  -4.1740  0.32
H  -3.7500  3.5959  -3.5300  0.40
H  -3.6468  2.0882  -4.4545  0.33
H  -3.8519  2.0347  -2.6966  0.06
C  4.3256  -6.7751  -0.0170  -1.22
N  3.2021  -6.2397  -0.7559  0.09
C  2.8360  -7.0106  -1.9205  -1.07
C  2.5706  -5.0780  -0.4323  1.48
C  1.2830  -4.7903  -0.9666  -0.63
C  0.6428  -3.6268  -0.6173  -0.80
C  1.3013  -2.6159  0.1301  0.55
C  0.6915  -1.3362  0.3174  0.17
C  1.2405  -0.3279  1.0810  -1.25
C  0.5928  0.8741  1.4453  0.94
C  1.3700  2.0004  1.9658  -0.15
C  2.7560  2.1255  1.6833  -0.77
C  3.5248  3.1117  2.2816  -0.49
C  2.9011  4.1132  3.0710  0.19
N  3.6487  5.1261  3.6469  0.18
C  3.3067  6.5256  3.5088  -1.12
C  4.8057  4.8703  4.4786  -1.07
C  1.5047  4.0485  3.3037  -0.45
C  0.7806  2.9740  2.8211  -0.62
C  -0.8564  0.9898  1.3109  0.33
C  -1.7335  -0.1012  1.5139  -0.58
C  -3.1041  0.0449  1.3858  -0.53
C  -3.6514  1.3128  1.0671  -0.18
N  -5.0284  1.4849  0.9289  0.35
C  -5.8457  2.2331  1.8611  -1.07
C  -5.8042  0.9114  -0.1492  -1.00
C  -2.7894  2.4182  0.8683  -0.42
C  -1.4223  2.2381  0.9518  -0.81
C  2.5864  -2.9149  0.6672  -0.96
C  3.2022  -4.1276  0.4106  -0.88
H  4.2740  -6.5159  1.0438  0.41
H  4.3076  -7.8653  -0.1093  0.38
H  5.2868  -6.4221  -0.4147  0.34
H  2.1439  -6.4548  -2.5535  0.32
H  3.7292  -7.2413  -2.5121  0.38
H  2.3675  -7.9540  -1.6156  0.34
H  0.7969  -5.4888  -1.6537  0.23
H  -0.3909  -3.4744  -0.9270  0.26
H  -0.2712  -1.1770  -0.1827  0.73
H  2.2732  -0.4235  1.4207  0.37
H  3.2276  1.4374  0.9810  0.55
H  4.6043  3.1706  2.1108  0.47
H  2.4622  6.6478  2.8246  0.35
H  3.0530  6.9665  4.4816  0.34
H  4.1722  7.0719  3.1084  0.33
H  4.9566  3.7951  4.6103  0.34
H  5.7031  5.3156  4.0300  0.32
H  4.6641  5.3297  5.4679  0.32
H  1.0417  4.8101  3.9414  0.45
H  -0.2649  2.8850  3.1243  0.51
H  -1.3305  -1.0792  1.7809  0.67
H  -3.7844  -0.7961  1.5549  0.49
H  -5.2520  2.6251  2.6919  0.30
H  -6.3428  3.0630  1.3404  0.33
H  -6.6297  1.5722  2.2578  0.33
H  -5.1684  0.3750  -0.8608  0.20
H  -6.5590  0.2278  0.2636  0.35
H  -6.3360  1.7146  -0.6803  0.33
H  -3.2176  3.3872  0.5934  0.44
H  -0.7673  3.0816  0.7296  0.72
H  3.1189  -2.1851  1.2700  0.32
H  4.1952  -4.3509  0.8066  0.38

* ΔE to the lowest compared entry with this formula, charge and spin: 49.3 kJ/mol
* molecular weight: 592.2 g mol⁻¹
* 2S+1: 1
* charge: 0
* E_LUMO: -0.069 Ha
* maximum force: 3.37 eV/Å
* HOMO level: -5.52 eV